# C5H13N2O

A 2-piece molecular cluster, C5H13N2O overall in a non-equilibrium geometry (ωB97M-V with the def2-TZVPD basis set, the Open Molecules 2025 dataset).

Structure (XYZ):
```
21
Properties=species:S:1:pos:R:3:forces:R:3
C 0.5566 1.5278 0.9424 -0.79 2.16 -1.22
C 2.0044 1.0987 1.1789 -2.51 -2.37 -1.37
C 0.1369 0.9188 -0.3067 1.32 -1.53 -0.80
C 2.0062 -0.1937 0.3117 0.38 -2.00 0.94
C 0.5941 -1.0119 -1.6583 -1.08 -3.61 -0.52
N -3.3141 -0.3770 0.6247 1.48 0.97 -2.13
N 0.8697 -0.0735 -0.6378 0.74 0.65 1.78
O -2.0643 -0.8018 0.0683 -0.27 0.45 0.97
H -0.1646 1.0039 1.5529 -0.26 0.36 1.22
H 0.2931 2.6050 0.7599 0.49 -0.69 1.29
H 2.7161 1.7494 0.8448 1.66 2.01 -0.78
H 2.1397 0.8458 2.1870 0.45 -0.20 1.33
H -0.6602 1.1629 -0.9332 -1.40 0.48 -0.58
H -3.3376 -0.2497 1.6303 0.28 -0.05 0.35
H 2.8585 -0.4066 -0.3453 0.19 0.21 0.66
H 1.8521 -1.0854 1.0336 0.07 1.09 -1.52
H 0.4372 -0.5579 -2.5811 0.64 1.10 -1.80
H 1.2455 -1.9533 -1.7661 -0.40 2.01 0.54
H -0.4240 -1.4327 -1.5514 0.35 0.12 0.82
H -3.4606 0.5566 0.1443 -0.75 -1.50 0.91
H -3.9696 -1.1072 0.3653 -0.59 0.35 -0.08
```
Positions in Å, forces in eV/Å.

Properties
Charge = +1
Max |F| = 0.07389 hartree/bohr
Energy = -382.6976 Eh

Per-atom Löwdin charges, elementary charge units:
1 C -0.104
2 C -0.081
3 C -0.033
4 C -0.067
5 C -0.014
6 N 0.011
7 N -0.095
8 O -0.332
9 H 0.135
10 H 0.155
11 H 0.092
12 H 0.105
13 H 0.138
14 H 0.141
15 H 0.136
16 H 0.169
17 H 0.081
18 H 0.148
19 H 0.096
20 H 0.174
21 H 0.147


# C3H2F2N2O

One molecule with the formula C3H2F2N2O in a non-equilibrium geometry (ωB97M-V with the def2-TZVPD basis set, the Open Molecules 2025 dataset).

Structure (XYZ):
```
10
Properties=species:S:1:pos:R:3:forces:R:3
O -1.0886 -1.5498 -1.1989 2.17 -4.17 1.34
N -0.3208 -0.6147 -0.5421 -0.26 0.47 0.03
C -0.8540 0.5321 -0.0507 -3.36 -1.43 -0.61
C 0.1224 1.2021 0.6006 2.49 -1.23 -0.61
F 0.0723 2.3762 1.2380 0.08 -0.58 -0.24
C 1.2766 0.3270 0.3579 -1.05 0.63 0.73
F 2.4632 0.4851 0.9285 0.04 -0.01 -0.44
N 0.9789 -0.7723 -0.3433 -0.07 1.28 0.95
H -0.6697 -2.5714 -0.8519 -1.76 4.56 -1.35
H -1.9805 0.5858 -0.1381 1.71 0.49 0.20
```
Positions in Å, forces in eV/Å.

Properties
Charge = 0
SMILES string = On1cc(F)c(F)n1
Max |F| = 0.09860 hartree/bohr
Energy = -499.8725 Eh

Per-atom Löwdin charges, elementary charge units:
1 O -0.018
2 N -0.286
3 C 0.007
4 C -0.195
5 F 0.089
6 C -0.276
7 F 0.102
8 N 0.168
9 H 0.248
10 H 0.163


Copy entry 2 word for word.
# C3H2F2N2O

One molecule with the formula C3H2F2N2O in a non-equilibrium geometry (ωB97M-V with the def2-TZVPD basis set, the Open Molecules 2025 dataset).

Structure (XYZ):
```
10
Properties=species:S:1:pos:R:3:forces:R:3
O -1.0886 -1.5498 -1.1989 2.17 -4.17 1.34
N -0.3208 -0.6147 -0.5421 -0.26 0.47 0.03
C -0.8540 0.5321 -0.0507 -3.36 -1.43 -0.61
C 0.1224 1.2021 0.6006 2.49 -1.23 -0.61
F 0.0723 2.3762 1.2380 0.08 -0.58 -0.24
C 1.2766 0.3270 0.3579 -1.05 0.63 0.73
F 2.4632 0.4851 0.9285 0.04 -0.01 -0.44
N 0.9789 -0.7723 -0.3433 -0.07 1.28 0.95
H -0.6697 -2.5714 -0.8519 -1.76 4.56 -1.35
H -1.9805 0.5858 -0.1381 1.71 0.49 0.20
```
Positions in Å, forces in eV/Å.

Properties
Charge = 0
SMILES string = On1cc(F)c(F)n1
Max |F| = 0.09860 hartree/bohr
Energy = -499.8725 Eh

Per-atom Löwdin charges, elementary charge units:
1 O -0.018
2 N -0.286
3 C 0.007
4 C -0.195
5 F 0.089
6 C -0.276
7 F 0.102
8 N 0.168
9 H 0.248
10 H 0.163


Question: Which value of max |F| does entry 2 give?
Answer: 0.09860 hartree/bohr